Molecular formula: C39H42Cl3MgN6OPS2
Method: DFT, ωB97M-V with the def2-TZVPD basis set

```
95
C39H42Cl3MgN6OPS2, DFT ωB97M-V with the def2-TZVPD basis set
Mg 0.58 1.84 1.05
C 0.85 4.66 2.35
C 0.21 3.74 3.37
N 0.66 2.34 3.21
C 1.97 2.01 3.81
C 3.20 2.49 3.04
S 3.16 2.21 1.23
C 3.23 3.91 0.57
C 1.90 4.53 0.14
N 0.76 4.10 0.98
H 1.90 4.81 2.58
H 0.38 5.65 2.41
H -0.88 3.74 3.23
H 0.40 4.11 4.38
H -0.01 1.74 3.68
H 2.00 0.93 3.89
H 2.04 2.41 4.83
H 4.07 1.96 3.42
H 3.40 3.55 3.20
H 3.89 3.86 -0.30
H 3.75 4.51 1.31
H 1.67 4.24 -0.89
H 2.01 5.62 0.14
H -0.09 4.44 0.54
N -1.23 1.83 -1.73
P 0.47 1.63 -1.65
C 0.83 -0.04 -2.26
C 2.00 -0.64 -1.80
C 2.33 -1.92 -2.23
C 1.49 -2.60 -3.10
C 0.31 -2.01 -3.54
C -0.02 -0.72 -3.13
C 1.01 2.73 -2.99
C 2.15 2.41 -3.72
C 2.63 3.30 -4.67
C 1.98 4.50 -4.90
C 0.84 4.82 -4.18
C 0.36 3.95 -3.22
C -2.08 1.86 -0.64
C -3.46 1.95 -0.85
C -4.30 1.97 0.23
C -3.77 1.89 1.52
C -2.41 1.81 1.64
N -1.55 1.81 0.59
H -1.68 1.86 -2.63
H 2.65 -0.12 -1.11
H 3.25 -2.38 -1.89
H 1.74 -3.60 -3.43
H -0.34 -2.54 -4.22
H -0.93 -0.27 -3.48
H 2.65 1.47 -3.57
H 3.51 3.04 -5.25
H 2.36 5.18 -5.66
H 0.33 5.75 -4.37
H -0.53 4.21 -2.66
H -3.85 1.99 -1.86
H -5.37 2.03 0.09
H -4.40 1.87 2.40
H -1.95 1.71 2.62
Cl -6.25 -0.58 1.66
C -4.84 -1.53 1.31
C -4.09 -2.06 2.35
C -3.00 -2.85 2.04
C -2.62 -3.11 0.72
C -1.45 -4.04 0.49
C -0.27 -3.39 -0.25
N 0.31 -2.30 0.53
C 1.43 -2.35 1.32
C 1.62 -1.09 1.78
N 0.63 -0.26 1.30
C -0.14 -1.04 0.55
O -1.85 -5.18 -0.24
C -1.44 -6.41 0.36
C 0.05 -6.52 0.38
C 0.86 -6.29 1.45
Cl 0.37 -5.90 3.05
S 2.53 -6.37 1.07
C 2.17 -6.72 -0.57
C 0.83 -6.77 -0.79
C -3.38 -2.54 -0.29
Cl -3.02 -2.80 -1.97
C -4.49 -1.75 -0.01
H -4.39 -1.89 3.37
H -2.42 -3.29 2.84
H -1.08 -4.33 1.48
H -0.56 -3.00 -1.22
H 0.51 -4.14 -0.40
H 1.98 -3.27 1.47
H 2.42 -0.73 2.41
H -1.01 -0.74 0.00
H -1.88 -7.19 -0.25
H -1.85 -6.48 1.37
H 2.97 -6.90 -1.27
H 0.39 -6.99 -1.76
H -5.09 -1.35 -0.81
```

The calculation puts the HOMO-LUMO gap at 0.3065 hartree. The value obtained for the LUMO energy is -4.572 eV. For the energy above the lowest of the compared OMol25 structures with the same formula, charge and spin, the calculation gives 0.000 eV. Its HOMO energy is -0.4745 Ha. Its total energy is -126077.193 eV. Its charge is +2.

***

Molecular formula: C2H5FN2
Method: DFT, ωB97M-V with the def2-TZVPD basis set

```
10
C2H5FN2, DFT ωB97M-V with the def2-TZVPD basis set
C -0.02 1.02 -0.20
C 0.93 0.20 0.54
H -1.76 -1.23 -0.78
H -0.34 -1.19 0.08
H 0.10 2.04 -0.58
H 1.86 0.64 0.89
H 0.17 -0.88 1.22
N -1.14 -0.68 0.06
N -1.20 0.54 -0.45
F 1.41 -0.45 -0.77
```

The calculation puts the HOMO-LUMO gap at 0.3626 hartree. The value obtained for the LUMO energy is 0.630 eV. For the energy above the lowest of the compared OMol25 structures with the same formula, charge and spin, the calculation gives 5.438 eV. Its HOMO energy is -0.3394 Ha. Its total energy is -7846.918 eV.

***

Molecular formula: C7H8
Method: DFT, ωB97M-V with the def2-TZVPD basis set

```
15
C7H8, DFT ωB97M-V with the def2-TZVPD basis set
C -0.36 -1.82 -0.08
C -0.27 -0.38 0.44
C 0.54 0.45 -0.54
C 1.70 1.12 -0.23
C 2.69 1.96 -0.40
C -1.62 0.19 0.64
C -2.72 0.65 0.80
H -0.85 -1.85 -1.06
H 0.64 -2.25 -0.17
H -0.95 -2.44 0.61
H 0.25 -0.38 1.40
H 0.11 0.54 -1.55
H 0.92 1.52 0.56
H 3.66 1.59 -0.73
H -3.70 1.07 0.94
```

The calculation puts the HOMO-LUMO gap (alpha / beta) at 0.2913 / 0.2914 hartree. The value obtained for the LUMO energy (alpha / beta) is -0.089 / -0.090 eV. For the energy above the lowest of the compared OMol25 structures with the same formula, charge and spin, the calculation gives 7.450 eV. Its HOMO energy (alpha / beta) is -0.2946 / -0.2946 Ha. Its total energy is -7381.297 eV.

***

Molecular formula: C33H36AsF5MoN6O2Se
Method: DFT, ωB97M-V with the def2-TZVPD basis set

```
85
C33H36AsF5MoN6O2Se, DFT ωB97M-V with the def2-TZVPD basis set
Mo 0.90 0.42 0.85
C 6.65 1.55 5.37
C 5.91 1.61 4.07
C 4.81 2.44 3.90
C 4.09 2.48 2.72
C 3.03 3.54 2.56
C 4.48 1.63 1.67
As 3.16 1.37 0.24
N 2.60 -0.34 0.56
C 3.15 -1.62 0.70
C 2.70 -2.44 1.74
C 3.17 -3.73 1.86
C 4.09 -4.23 0.94
C 4.53 -3.42 -0.09
C 4.08 -2.12 -0.22
C 3.79 1.41 -1.60
C 4.79 2.35 -1.90
C 5.17 3.42 -0.91
C 5.39 2.30 -3.14
C 5.02 1.35 -4.09
C 5.74 1.25 -5.41
C 3.94 0.53 -3.81
C 3.28 0.57 -2.59
C 2.00 -0.22 -2.44
C 5.66 0.88 1.76
C 6.29 0.14 0.61
C 6.34 0.88 2.98
H 5.97 1.70 6.22
H 7.40 2.34 5.42
H 7.16 0.60 5.49
H 4.50 3.09 4.72
H 2.60 3.80 3.53
H 2.22 3.23 1.90
H 3.48 4.44 2.15
H 2.01 -2.04 2.47
H 2.84 -4.36 2.68
H 4.44 -5.25 1.03
H 5.24 -3.80 -0.81
H 4.42 -1.50 -1.04
H 4.27 3.90 -0.50
H 5.78 4.19 -1.38
H 5.73 3.01 -0.07
H 6.17 3.02 -3.38
H 6.55 1.98 -5.46
H 5.06 1.43 -6.24
H 6.16 0.25 -5.53
H 3.58 -0.15 -4.58
H 1.57 -0.40 -3.43
H 1.26 0.35 -1.86
H 2.14 -1.19 -1.98
H 5.76 0.32 -0.32
H 6.31 -0.94 0.80
H 7.32 0.46 0.49
H 7.24 0.28 3.06
C -4.18 0.60 -0.57
C -2.95 1.45 -0.30
O -1.73 0.78 -0.68
H -5.06 1.13 -0.22
H -4.13 -0.35 -0.04
H -4.29 0.41 -1.64
H -2.87 1.64 0.77
H -3.02 2.40 -0.82
H -1.90 0.35 -1.52
N -0.02 4.91 -1.76
N -0.10 4.06 -0.74
N -0.81 4.32 0.34
C -0.59 3.26 1.08
N 0.22 2.40 0.45
N 0.54 2.93 -0.73
H -0.59 5.74 -1.71
H 0.44 4.61 -2.60
H -0.99 3.11 2.07
F -3.18 -5.28 1.66
C -2.41 -4.26 1.34
C -2.73 -3.00 1.83
F -3.81 -2.82 2.58
C -1.91 -1.93 1.52
F -2.17 -0.71 2.00
C -0.79 -2.10 0.71
O 0.03 -1.05 0.44
C -0.50 -3.36 0.21
F 0.56 -3.51 -0.57
C -1.30 -4.45 0.53
F -1.02 -5.65 0.07
Se 0.78 0.65 3.09
```

The calculation puts the HOMO-LUMO gap (alpha / beta) at 0.2273 / 0.1395 hartree. The value obtained for the LUMO energy (alpha / beta) is -7.568 / -9.959 eV. For the energy above the lowest of the compared OMol25 structures with the same formula, charge and spin, the calculation gives 1.168 eV. Its HOMO energy (alpha / beta) is -0.5054 / -0.5054 Ha. Its total energy is -189451.437 eV. Its charge is +2.

***

Molecular formula: C7H43ClF6O22
Method: DFT, ωB97M-V with the def2-TZVPD basis set

```
79
C7H43ClF6O22, DFT ωB97M-V with the def2-TZVPD basis set
O -1.06 -2.40 -0.11
O 2.85 0.86 0.61
F -1.32 1.37 -2.50
F 0.69 1.52 -2.32
F -0.51 3.16 -1.40
F -2.62 2.26 0.13
F -2.37 0.54 1.36
F -2.88 0.09 -0.68
Cl 2.09 3.24 1.26
C -0.54 -1.61 0.65
C 1.82 1.58 0.72
C -0.41 1.83 -1.58
C -2.20 0.96 0.13
C -0.71 0.98 -0.26
C 0.12 -0.31 -0.07
C 0.43 0.90 0.77
H 0.00 -1.90 1.55
H 0.83 -0.60 -0.89
H 0.09 0.79 1.85
O -6.02 0.28 -0.40
H -6.14 -0.58 -0.92
H -5.73 1.00 -1.04
O -2.27 1.67 4.44
H -1.63 2.41 4.20
H -3.22 2.02 4.33
O -5.37 0.10 2.21
H -4.83 -0.64 2.62
H -5.43 -0.07 1.21
O 5.01 -1.29 1.23
H 4.00 -1.42 1.22
H 5.23 -0.50 0.64
O -1.72 -1.31 -4.56
H -0.97 -1.56 -3.92
H -1.31 -1.19 -5.48
O -0.07 5.94 -0.31
H -0.81 5.72 0.35
H 0.29 6.86 -0.08
O 2.61 -2.57 1.23
H 2.04 -3.39 1.40
H 2.79 -2.52 0.23
O 0.97 -1.85 -3.23
H 1.15 -2.25 -4.14
H 1.67 -2.18 -2.59
O 2.66 0.12 -4.28
H 3.06 0.73 -3.58
H 1.86 -0.35 -3.87
O 2.02 4.79 -1.70
H 1.80 5.47 -2.41
H 1.33 4.87 -0.96
O -3.23 -1.01 3.99
H -2.71 -0.15 4.12
H -3.67 -1.25 4.86
O 3.22 -2.75 -1.62
H 3.25 -3.76 -1.49
H 4.13 -2.45 -1.95
O 1.19 -4.83 1.11
H 0.26 -4.87 1.49
H 1.24 -5.43 0.30
O -3.51 -4.29 -0.51
H -3.26 -3.31 -0.47
H -3.60 -4.55 -1.48
O 5.53 0.35 -0.85
H 6.50 0.59 -1.03
H 4.95 1.00 -1.37
O 4.62 4.28 -0.90
H 3.63 4.49 -0.87
H 5.08 4.86 -0.21
O -1.62 -5.16 1.26
H -2.31 -4.96 0.54
H -1.88 -4.66 2.09
O -1.58 6.12 -2.71
H -2.37 5.48 -2.64
H -0.96 5.92 -1.93
O 2.04 -0.40 3.02
H 2.37 -1.28 2.65
H 2.79 0.27 2.97
O -2.29 -3.34 3.18
H -2.75 -2.50 3.52
H -2.36 -4.05 3.90
```

The calculation puts the HOMO-LUMO gap at 0.3367 hartree. The value obtained for the LUMO energy is -0.482 eV. Its HOMO energy is -0.3545 Ha. Its total energy is -81827.021 eV.

***

Molecular formula: C5H5NO
Method: DFT, ωB97M-V with the def2-TZVPD basis set

```
12
C5H5NO, DFT ωB97M-V with the def2-TZVPD basis set
O 0.63 -2.20 -0.99
C 0.38 -1.11 -0.55
C -0.28 -0.69 0.74
C -1.08 -1.31 1.64
C 0.36 0.25 -1.24
C -0.30 0.98 -0.14
N 1.03 1.32 -0.53
H -1.69 -0.60 2.21
H 0.19 0.39 -2.31
H 0.14 0.28 1.16
H -1.14 1.65 -0.09
H 1.77 1.02 0.10
```

The calculation puts the HOMO-LUMO gap (alpha / beta) at 0.2998 / 0.2998 hartree. The value obtained for the LUMO energy (alpha / beta) is -0.321 / -0.321 eV. For the energy above the lowest of the compared OMol25 structures with the same formula, charge and spin, the calculation gives 7.236 eV. Its HOMO energy (alpha / beta) is -0.3116 / -0.3116 Ha. Its total energy is -8796.183 eV.

***

Molecular formula: C8H14NO2
Method: DFT, ωB97M-V with the def2-TZVPD basis set

```
25
C8H14NO2, DFT ωB97M-V with the def2-TZVPD basis set
C 3.72 -0.10 -0.75
C 2.52 0.66 -1.03
C 3.33 -0.99 0.21
C 1.46 0.17 -0.24
C -0.66 1.02 1.91
C -0.78 -1.79 -0.52
C -2.26 0.14 -1.00
C 0.04 0.66 -0.25
N -0.88 -0.31 -0.95
O 1.96 -0.85 0.46
O -0.09 1.86 -0.97
H 4.68 0.01 -1.16
H 2.52 1.54 -1.62
H 3.80 -1.83 0.54
H -0.90 0.08 2.41
H 0.10 1.77 2.12
H -1.65 1.49 1.65
H 0.30 -2.01 -0.19
H -1.33 -1.96 0.44
H -1.02 -2.42 -1.39
H -2.56 0.84 -1.83
H -2.83 -0.74 -0.90
H -2.64 0.63 0.00
H -0.39 -0.28 -1.87
H 0.54 2.57 -0.53
```

The calculation puts the HOMO-LUMO gap (alpha / beta) at 0.2740 / 0.2616 hartree. As for the spin multiplicity: 3. The value obtained for the LUMO energy (alpha / beta) is -2.677 / -5.897 eV. For the energy above the lowest of the compared OMol25 structures with the same formula, charge and spin, the calculation gives 3.297 eV. Its HOMO energy (alpha / beta) is -0.3723 / -0.4783 Ha. Its total energy is -14094.238 eV. Its charge is +1.

***

Molecular formula: C2H3B3F5N2O7
Method: DFT, ωB97M-V with the def2-TZVPD basis set

```
22
C2H3B3F5N2O7, DFT ωB97M-V with the def2-TZVPD basis set
O 1.02 -1.73 1.10
N -0.17 -1.70 0.97
O -0.39 -2.14 -0.32
B -0.78 -1.07 -1.21
O 0.11 -0.16 -1.89
B 0.54 0.96 -1.07
O -0.31 1.76 -0.23
O 1.96 1.29 -1.05
C -2.40 -0.92 -1.48
O -3.01 -2.01 -1.75
N -3.14 0.36 -1.43
C -4.11 0.36 -0.30
O -3.73 0.37 0.90
F -5.53 0.29 -0.52
H 0.12 1.85 0.66
H 2.41 0.86 -1.82
H -2.50 1.17 -1.33
B 3.98 0.09 2.16
F 3.81 -0.25 0.77
F 2.73 0.53 2.70
F 4.43 -1.07 2.88
F 4.95 1.14 2.28
```

The calculation puts the HOMO-LUMO gap at 0.3369 hartree. The value obtained for the LUMO energy is 1.387 eV. Its HOMO energy is -0.2859 Ha. Its total energy is -35061.545 eV. Its charge is -1.

***

Q: Which formula does entry 2 have?
A: C2H5FN2